# 1
{
  "formula": "C3H11NO",
  "method": "ωB97M-V/def2-TZVPD",
  "smiles": "CC(C)N.O",
  "fmax_ev_per_a": 2.2,
  "homo_ev": -9.7,
  "charge": 0,
  "relative_energy_kj_mol": 81.36,
  "total_energy_ha": -250.865657,
  "gap_ev": 10.52,
  "lumo_ev": 0.8,
  "symbols": ["C", "C", "C", "N", "H", "H", "H", "H", "H", "H", "H", "H", "H", "H", "H", "O"],
  "positions_angstrom": [[-0.79, -0.65, 0.62], [0.21, 0.41, 0.14], [-0.20, 1.78, 0.58], [1.63, 0.14, 0.40], [-0.34, -1.65, 0.70], [-1.25, -0.52, 1.62], [-1.71, -0.88, 0.05], [0.15, 0.39, -0.94], [0.64, 2.48, 0.59], [-1.05, 2.17, 0.00], [-0.55, 1.99, 1.61], [1.79, -0.86, 0.28], [1.82, 0.31, 1.38], [0.42, -1.33, -2.03], [-0.69, -1.65, -2.79], [-0.08, -2.12, -2.22]]
}



# 2
{
  "formula": "C3H11NO",
  "method": "ωB97M-V/def2-TZVPD",
  "smiles": "CCNC.O",
  "fmax_ev_per_a": 1.0,
  "homo_ev": -8.2,
  "charge": 0,
  "relative_energy_kj_mol": 89.51,
  "total_energy_ha": -250.862551,
  "gap_ev": 9.06,
  "lumo_ev": 0.9,
  "symbols": ["C", "C", "N", "C", "H", "H", "H", "H", "H", "H", "H", "H", "H", "H", "H", "O"],
  "positions_angstrom": [[-1.40, 1.90, -0.60], [-0.96, 0.47, -0.39], [-1.12, 0.09, 0.99], [-0.81, -1.26, 1.40], [-1.66, 2.37, 0.35], [-0.65, 2.54, -1.06], [-2.31, 1.95, -1.21], [-1.53, -0.20, -1.06], [0.09, 0.31, -0.66], [-1.91, 0.50, 1.45], [-0.10, -1.27, 2.21], [-0.38, -1.80, 0.56], [-1.72, -1.82, 1.66], [3.48, -0.27, -0.52], [4.37, -1.44, -0.95], [3.58, -0.96, -1.19]]
}



# 3
{
  "formula": "C3H11NO",
  "method": "ωB97M-V/def2-TZVPD",
  "smiles": "CNC.CO",
  "fmax_ev_per_a": 2.7,
  "homo_ev": -9.3,
  "charge": 0,
  "relative_energy_kj_mol": 213.84,
  "total_energy_ha": -250.815197,
  "gap_ev": 10.27,
  "lumo_ev": 1.0,
  "symbols": ["C", "O", "H", "H", "H", "C", "N", "C", "H", "H", "H", "H", "H", "H", "H", "H"],
  "positions_angstrom": [[0.53, 1.99, -0.95], [-0.45, 1.55, -1.84], [0.64, 3.04, -1.33], [1.53, 1.56, -1.08], [0.11, 1.91, 0.04], [-1.06, -1.82, 0.13], [0.33, -1.15, 0.09], [0.64, -0.47, 1.44], [-1.28, -2.27, 1.15], [-1.16, -2.70, -0.55], [-1.90, -1.14, -0.14], [-0.64, 0.65, -1.71], [0.34, -0.40, -0.69], [1.37, 0.30, 1.33], [-0.21, 0.04, 1.98], [1.20, -1.08, 2.15]]
}



# 4
{
  "formula": "C3H11NO2",
  "method": "ωB97M-V/def2-TZVPD",
  "smiles": "CCO.NCO",
  "fmax_ev_per_a": 0.6,
  "homo_ev": -9.4,
  "charge": 0,
  "relative_energy_kj_mol": 68.81,
  "total_energy_ha": -326.105267,
  "gap_ev": 10.31,
  "lumo_ev": 0.9,
  "symbols": ["C", "O", "C", "H", "H", "H", "H", "H", "H", "N", "C", "O", "H", "H", "H", "H", "H"],
  "positions_angstrom": [[-2.12, 0.55, 0.62], [-1.87, -0.76, 0.11], [-0.94, 1.45, 0.26], [-3.02, 0.96, 0.14], [-2.27, 0.53, 1.70], [-2.46, -1.36, 0.59], [-1.23, 2.48, 0.45], [-0.07, 1.23, 0.86], [-0.72, 1.31, -0.80], [2.30, -0.96, 0.36], [1.99, -0.44, -0.92], [0.75, -0.89, -1.47], [1.79, -0.59, 1.13], [2.68, -1.88, 0.46], [1.96, 0.66, -0.90], [2.77, -0.65, -1.64], [0.47, -1.65, -0.95]]
}



# 5
{
  "formula": "C3H11NO2",
  "method": "ωB97M-V/def2-TZVPD",
  "smiles": "CCNCO.O",
  "fmax_ev_per_a": 2.1,
  "homo_ev": -9.5,
  "charge": 0,
  "relative_energy_kj_mol": 85.15,
  "total_energy_ha": -326.099044,
  "gap_ev": 10.32,
  "lumo_ev": 0.8,
  "symbols": ["C", "N", "C", "O", "C", "H", "H", "H", "H", "H", "H", "H", "H", "H", "H", "H", "O"],
  "positions_angstrom": [[-0.07, 1.28, 0.16], [-0.16, 0.17, 1.11], [-0.36, -1.12, 0.56], [-1.56, -1.36, -0.19], [-1.10, 1.58, -0.95], [0.83, 1.03, -0.43], [0.17, 2.17, 0.74], [-0.66, 0.46, 1.95], [-0.41, -1.93, 1.30], [0.52, -1.28, -0.07], [-2.26, -0.79, 0.12], [-0.71, 2.36, -1.61], [-2.00, 1.97, -0.48], [-1.27, 0.67, -1.52], [3.11, 0.36, -0.48], [2.12, -0.63, -0.11], [2.98, -0.60, -0.56]]
}



# 6
{
  "formula": "C3H11NO2",
  "method": "ωB97M-V/def2-TZVPD",
  "smiles": "NCCCO.O",
  "fmax_ev_per_a": 3.5,
  "homo_ev": -9.3,
  "charge": 0,
  "relative_energy_kj_mol": 121.71,
  "total_energy_ha": -326.085119,
  "gap_ev": 10.18,
  "lumo_ev": 0.8,
  "symbols": ["O", "N", "C", "C", "C", "H", "H", "H", "H", "H", "H", "H", "H", "H", "O", "H", "H"],
  "positions_angstrom": [[0.03, 2.43, 2.40], [-0.82, -1.18, -0.78], [0.66, 1.34, 1.70], [0.18, -0.56, -0.01], [-0.34, 0.56, 0.87], [0.70, 2.94, 2.91], [-0.28, -1.42, -1.63], [-1.36, -0.34, -1.02], [1.07, 0.61, 2.42], [1.48, 1.65, 1.03], [0.65, -1.31, 0.65], [0.97, -0.20, -0.70], [-0.88, 1.28, 0.23], [-1.07, 0.13, 1.58], [0.00, -1.75, -3.23], [-0.90, -1.48, -2.95], [-0.08, -2.69, -3.47]]
}



Please write out number 3 again, unchanged.
{
  "formula": "C3H11NO",
  "method": "ωB97M-V/def2-TZVPD",
  "smiles": "CNC.CO",
  "fmax_ev_per_a": 2.7,
  "homo_ev": -9.3,
  "charge": 0,
  "relative_energy_kj_mol": 213.84,
  "total_energy_ha": -250.815197,
  "gap_ev": 10.27,
  "lumo_ev": 1.0,
  "symbols": ["C", "O", "H", "H", "H", "C", "N", "C", "H", "H", "H", "H", "H", "H", "H", "H"],
  "positions_angstrom": [[0.53, 1.99, -0.95], [-0.45, 1.55, -1.84], [0.64, 3.04, -1.33], [1.53, 1.56, -1.08], [0.11, 1.91, 0.04], [-1.06, -1.82, 0.13], [0.33, -1.15, 0.09], [0.64, -0.47, 1.44], [-1.28, -2.27, 1.15], [-1.16, -2.70, -0.55], [-1.90, -1.14, -0.14], [-0.64, 0.65, -1.71], [0.34, -0.40, -0.69], [1.37, 0.30, 1.33], [-0.21, 0.04, 1.98], [1.20, -1.08, 2.15]]
}



Question: What is the formula in the fourth record?
Answer: C3H11NO2